Entry 1:
Formula: C28H24N5O2PdS
Source: the Open Molecules 2025 dataset
Level of theory: the ωB97M-V functional and the def2-TZVPD basis

```
61
Properties=species:S:1:pos:R:3:nbo_charge:R:1
Pd 1.111 0.184 -0.627 0.8638
C -4.275 0.657 4.525 -0.6340
C -2.858 0.551 4.035 0.0053
C -1.950 1.586 4.249 -0.2064
C -0.647 1.504 3.786 -0.2054
C -0.241 0.370 3.095 -0.2785
C -1.123 -0.676 2.878 -0.2190
C -2.424 -0.581 3.349 -0.2144
S 1.428 0.298 2.512 2.3325
O 1.765 1.632 2.089 -0.9671
O 2.237 -0.335 3.511 -0.9271
N 1.350 -0.634 1.180 -0.9351
C 1.894 -1.924 1.134 0.1178
C 1.969 -2.844 2.152 -0.1693
C 2.578 -4.098 1.939 -0.1837
C 3.113 -4.447 0.731 -0.2043
C 3.040 -3.533 -0.343 -0.0951
C 3.558 -3.791 -1.630 -0.0866
C 3.437 -2.854 -2.618 -0.2697
C 2.781 -1.648 -2.337 0.0828
N 2.292 -1.374 -1.146 -0.4467
C 2.418 -2.289 -0.132 0.2019
H -4.342 1.304 5.399 0.2273
H -4.675 -0.320 4.790 0.2272
H -4.923 1.079 3.753 0.2216
H -2.267 2.468 4.793 0.2203
H 0.050 2.316 3.946 0.2435
H -0.801 -1.558 2.338 0.2297
H -3.111 -1.403 3.187 0.2190
H 1.592 -2.598 3.133 0.2382
H 2.625 -4.792 2.767 0.2297
H 3.586 -5.408 0.581 0.2254
H 4.048 -4.738 -1.822 0.2331
H 3.824 -3.024 -3.612 0.2392
H 2.645 -0.899 -3.104 0.2088
N 1.179 2.237 -4.295 -0.5034
C 1.637 1.913 -3.071 0.2498
N 0.930 0.955 -2.521 -0.5145
C -0.061 0.621 -3.439 0.1410
C -1.074 -0.333 -3.367 -0.2211
C -1.917 -0.435 -4.452 -0.2016
C -1.763 0.385 -5.584 -0.1896
C -0.760 1.328 -5.667 -0.2115
C 0.087 1.427 -4.568 0.0882
H 1.574 2.941 -4.896 0.4396
H 2.487 2.393 -2.613 0.2313
H -1.181 -0.967 -2.496 0.2276
H -2.717 -1.163 -4.439 0.2308
H -2.448 0.269 -6.412 0.2326
H -0.643 1.954 -6.540 0.2331
C -2.182 3.329 0.934 -0.1255
C -0.887 3.757 0.675 -0.2485
C 0.037 2.843 0.213 0.0876
N -0.283 1.564 -0.014 -0.4577
C -1.533 1.153 0.224 0.0613
C -2.510 2.004 0.703 -0.2357
H -2.922 4.021 1.314 0.2351
H -0.585 4.779 0.849 0.2412
H 1.068 3.118 0.049 0.2254
H -1.741 0.109 0.035 0.2196
H -3.501 1.621 0.898 0.2400
```

The value obtained for the energy relative to the best compared isomer or geometry (same formula, charge and spin) is 0.000 eV. The total energy comes out at -55282.9083 eV. The total charge is +1. The LUMO energy comes out at -2.758 eV.

---

Entry 2:
Formula: C28H25Br15N4O6
Source: the Open Molecules 2025 dataset
Level of theory: the ωB97M-V functional and the def2-TZVPD basis

```
78
Properties=species:S:1:pos:R:3:mulliken_spin:R:1
C -0.174 -4.605 4.386 0.0050
Br 0.322 -3.048 5.514 0.0049
Br 1.320 -4.717 2.961 0.0137
Br -1.979 -4.422 3.485 0.0083
H -0.286 -5.546 4.925 -0.0003
C -5.242 -0.426 -1.680 0.0006
Br -6.225 1.258 -1.357 0.0005
Br -4.083 -0.465 -3.304 0.0003
Br -6.596 -1.859 -1.787 0.0002
H -4.702 -0.654 -0.761 0.0003
C 1.663 4.231 -0.447 0.0013
Br 1.853 2.861 -1.854 0.0027
Br 1.131 5.907 -1.159 0.0004
Br 3.395 4.414 0.580 0.0016
H 0.915 3.893 0.270 0.0021
C 5.279 0.576 0.113 0.0020
Br 5.962 1.399 1.862 0.0019
Br 4.966 -1.377 0.461 0.0047
Br 6.639 0.896 -1.319 0.0003
H 4.378 1.076 -0.242 0.0010
C -2.535 -6.287 -0.914 0.0003
Br -2.836 -5.020 -2.441 0.0004
Br -3.809 -5.789 0.550 0.0002
Br -0.709 -6.190 -0.175 0.0009
H -2.659 -7.332 -1.196 0.0001
C -0.865 -1.673 -4.259 0.0088
C -0.377 -2.820 -4.830 -0.0035
C 0.561 -2.770 -5.875 -0.0001
C 0.959 -1.518 -6.411 0.0005
C 0.522 -0.319 -5.879 -0.0013
C -0.416 -0.400 -4.804 -0.0014
N 2.050 -1.485 -7.507 0.0001
O 2.369 -2.573 -8.054 0.0000
O 2.595 -0.440 -7.774 0.0001
H -1.622 -1.669 -3.488 -0.0057
H -0.698 -3.789 -4.477 -0.0003
H 0.854 -3.684 -6.369 0.0000
H 0.847 0.646 -6.241 -0.0001
H -0.701 0.518 -4.311 0.0033
C 0.692 1.984 6.472 0.0002
C 1.664 2.504 7.305 -0.0003
C 2.823 1.831 7.448 -0.0002
C 3.119 0.723 6.618 0.0029
C 2.074 0.216 5.794 0.0192
C 0.808 0.785 5.803 0.0002
N 4.467 0.059 6.580 0.0000
O 5.273 0.520 7.361 0.0003
O 4.599 -0.930 5.921 -0.0001
H -0.216 2.566 6.410 -0.0003
H 1.383 3.345 7.921 0.0001
H 3.556 2.232 8.132 -0.0002
H 2.309 -0.546 5.065 -0.0140
H 0.012 0.329 5.234 0.0008
C -1.561 -1.537 -0.349 0.1675
C -1.386 -0.150 -0.348 -0.1089
C -0.321 0.381 0.390 0.1249
C 0.561 -0.442 1.101 -0.0531
C 0.298 -1.831 1.099 0.1753
C -0.709 -2.412 0.338 -0.1104
N 1.795 0.091 1.716 0.2583
O 2.419 -0.650 2.408 0.2026
O 2.178 1.241 1.399 0.1439
H -2.409 -1.888 -0.917 0.0449
H -2.053 0.459 -0.940 -0.0107
H -0.027 1.420 0.404 0.0479
H 0.942 -2.574 1.547 0.0530
H -0.853 -3.478 0.245 0.0018
N -2.843 3.136 -3.262 -0.0001
C -2.292 4.268 -3.654 0.0002
C -2.564 5.500 -2.972 0.0001
C -3.272 5.468 -1.798 -0.0003
C -3.713 4.271 -1.315 0.0007
C -3.429 3.090 -2.043 0.0015
H -1.750 4.260 -4.589 0.0001
H -2.252 6.431 -3.420 0.0000
H -3.525 6.366 -1.256 0.0000
H -4.129 4.046 -0.344 0.0004
H -3.738 2.114 -1.698 -0.0018
```

The spin multiplicity is 2. The total energy comes out at -1098313.1552 eV. The total charge is -1. The LUMO energy (alpha / beta) comes out at 0.986 / 0.992 eV.

---

Entry 3:
Formula: C28H25Cl2N5O3RuS3Si
Source: the Open Molecules 2025 dataset
Level of theory: the ωB97M-V functional and the def2-TZVPD basis

```
68
Properties=species:S:1:pos:R:3:nbo_charge:R:1
Ru 0.462 -1.125 -0.431 0.7350
Cl -4.387 -5.432 2.090 -0.0135
C -3.086 -4.779 1.140 -0.0781
C -2.412 -3.668 1.626 -0.2821
C -1.371 -3.104 0.890 0.2210
N -0.622 -1.979 1.250 -0.5887
C -0.870 -1.311 2.385 0.6159
O -1.697 -1.556 3.267 -0.6685
C 0.014 -0.106 2.556 0.1423
C -0.067 0.668 3.706 -0.2220
C 0.790 1.743 3.837 -0.1709
C 1.692 2.006 2.814 -0.2618
C 1.685 1.196 1.693 0.0713
N 0.864 0.153 1.571 -0.4126
C -1.027 -3.676 -0.355 0.1150
C -1.702 -4.797 -0.822 -0.2442
C -2.733 -5.343 -0.073 -0.0668
Cl -3.556 -6.743 -0.694 -0.0126
N -0.014 -3.008 -1.048 -0.5353
C 0.698 -3.588 -2.030 0.6259
O 0.634 -4.737 -2.452 -0.6405
C 1.632 -2.607 -2.690 0.1696
C 2.693 -3.036 -3.464 -0.2222
C 3.495 -2.084 -4.062 -0.1428
C 3.164 -0.745 -3.914 -0.2745
C 2.084 -0.403 -3.122 0.0907
N 1.337 -1.313 -2.492 -0.4084
H -2.697 -3.235 2.569 0.2746
H -0.797 0.393 4.453 0.2468
H 0.761 2.367 4.721 0.2110
H 2.386 2.834 2.873 0.2170
H 2.343 1.376 0.857 0.2260
H -1.425 -5.245 -1.761 0.2621
H 2.863 -4.099 -3.559 0.2469
H 4.364 -2.376 -4.636 0.2149
H 3.745 0.034 -4.391 0.2174
H 1.790 0.626 -2.977 0.2249
C -2.365 4.530 1.942 -1.1173
Si -1.552 3.895 0.362 1.6560
C -2.304 4.751 -1.132 -1.1110
C 0.260 4.362 0.430 -1.1137
C -2.001 2.072 0.230 -0.5557
C -3.192 1.643 0.803 -0.1190
C -3.634 0.333 0.651 -0.3029
C -2.838 -0.535 -0.063 0.0865
N -1.679 -0.177 -0.616 -0.4889
C -1.266 1.105 -0.487 0.1144
S 0.280 1.387 -1.213 -0.2837
H -1.970 5.512 2.208 0.2308
H -2.159 3.849 2.772 0.2391
H -3.448 4.625 1.848 0.2280
H -2.085 5.822 -1.127 0.2253
H -3.387 4.623 -1.175 0.2305
H -1.876 4.325 -2.042 0.2436
H 0.345 5.382 0.818 0.2198
H 0.703 4.322 -0.564 0.2501
H 0.838 3.695 1.072 0.2451
H -3.787 2.332 1.393 0.2051
H -4.559 -0.013 1.090 0.2213
H -3.132 -1.569 -0.208 0.2117
C 4.437 1.054 -1.233 -0.2651
O 3.458 0.132 -0.771 -0.5519
C 3.856 -1.058 -0.294 0.0188
S 5.450 -1.498 -0.194 -0.2299
S 2.571 -2.069 0.219 0.0417
H 3.865 1.882 -1.650 0.1903
H 5.077 0.594 -1.986 0.2011
H 5.064 1.393 -0.408 0.1968
```

The spin multiplicity is 2. The value obtained for the energy relative to the best compared isomer or geometry (same formula, charge and spin) is 1.164 eV. The total energy comes out at -111051.2056 eV. The total charge is -1. The LUMO energy (alpha / beta) comes out at 2.343 / 2.333 eV.

---

Entry 4:
Formula: C28H25ClMoN2O3Si
Source: the Open Molecules 2025 dataset
Level of theory: the ωB97M-V functional and the def2-TZVPD basis

```
61
Properties=species:S:1:pos:R:3:nbo_charge:R:1
Mo -0.815 0.031 0.899 1.8274
Cl -4.461 -4.548 5.455 0.0910
C -3.531 -3.375 4.615 -0.0592
C -2.723 -2.484 5.333 -0.1067
C -1.957 -1.526 4.692 -0.2531
C -2.002 -1.453 3.309 0.3634
O -1.307 -0.535 2.635 -0.6639
C -2.807 -2.341 2.576 -0.2150
C -2.862 -2.240 1.165 0.4612
O -2.275 -1.386 0.456 -0.5971
C -3.577 -3.311 3.242 -0.1446
H -2.703 -2.552 6.413 0.2590
H -1.341 -0.836 5.251 0.2550
H -3.473 -2.975 0.634 0.2004
H -4.199 -4.000 2.685 0.2514
O 0.032 0.157 -0.683 -0.9107
Si 1.676 -0.056 -1.252 1.8729
C 1.762 -1.400 -2.490 -0.5150
C 2.115 -2.696 -2.097 -0.2043
C 2.166 -3.726 -3.024 -0.1958
C 1.862 -3.471 -4.354 -0.1630
C 1.507 -2.191 -4.760 -0.2020
C 1.458 -1.161 -3.835 -0.1959
C 2.238 1.610 -1.789 -0.4983
C 3.116 1.735 -2.870 -0.1852
C 3.600 2.980 -3.246 -0.2011
C 3.214 4.113 -2.547 -0.1687
C 2.347 4.006 -1.465 -0.1980
C 1.866 2.764 -1.090 -0.2123
C 2.306 -0.532 0.454 -0.3707
C 1.408 -1.117 1.362 -0.3854
C 1.753 -1.421 2.680 -0.1400
C 3.028 -1.113 3.116 -0.1981
C 3.938 -0.535 2.235 -0.1284
C 3.583 -0.243 0.921 -0.2016
H 2.371 -2.903 -1.063 0.2102
H 2.452 -4.722 -2.713 0.2302
H 1.907 -4.272 -5.079 0.2342
H 1.276 -1.997 -5.799 0.2334
H 1.185 -0.165 -4.165 0.2206
H 3.429 0.857 -3.422 0.2261
H 4.280 3.064 -4.083 0.2358
H 3.592 5.083 -2.840 0.2345
H 2.059 4.892 -0.914 0.2236
H 1.202 2.695 -0.233 0.1873
H 0.519 -1.650 0.957 0.2129
H 1.042 -1.901 3.339 0.2293
H 3.325 -1.334 4.132 0.2442
H 4.938 -0.303 2.580 0.2438
H 4.307 0.229 0.268 0.2397
C -5.102 2.951 -0.768 -0.3975
N -3.714 3.259 -0.376 -0.4098
C -3.215 4.632 -0.586 -0.3970
C -2.946 2.350 0.095 0.7209
N -2.244 1.533 0.540 -0.5841
H -5.204 3.066 -1.845 0.2325
H -5.769 3.640 -0.254 0.2354
H -5.344 1.931 -0.483 0.2291
H -3.310 4.883 -1.640 0.2333
H -2.172 4.691 -0.289 0.2294
H -3.807 5.318 0.016 0.2344
```

The spin multiplicity is 3. The value obtained for the energy relative to the best compared isomer or geometry (same formula, charge and spin) is 0.478 eV. The total energy comes out at -60806.8401 eV. The total charge is +2. The LUMO energy (alpha / beta) comes out at -7.450 / -7.870 eV.

---

Entry 5:
Formula: C28H25ClNOPPd
Source: the Open Molecules 2025 dataset
Level of theory: the ωB97M-V functional and the def2-TZVPD basis

```
58
Properties=species:S:1:pos:R:3:nbo_charge:R:1
C 0.696 0.084 4.348 -0.2809
C 0.178 0.910 3.333 -0.3190
C -0.887 0.229 2.712 -0.2963
H 0.513 1.916 3.084 0.2567
C -1.038 -1.025 3.343 -0.3031
C -0.067 -1.106 4.365 -0.2924
H 0.087 -1.955 5.033 0.2580
H 1.537 0.329 4.997 0.2580
H -1.551 0.641 1.957 0.2445
H -1.758 -1.797 3.064 0.2572
Pd 0.779 -0.814 2.572 0.9176
Cl -0.544 -0.972 -0.251 -0.2810
P -0.918 0.603 -1.476 1.4018
C -2.629 1.092 -1.296 -0.3720
C -3.005 2.430 -1.558 -0.2660
H -2.239 3.187 -1.736 0.2428
C -4.354 2.785 -1.594 0.0122
H -4.628 3.815 -1.829 0.2158
C -5.338 1.824 -1.346 -0.2263
H -6.391 2.099 -1.423 0.2216
C -4.970 0.514 -1.018 -0.2138
H -5.747 -0.223 -0.807 0.2344
C -3.623 0.147 -0.976 -0.1716
H -3.330 -0.868 -0.705 0.2244
C 0.133 2.003 -1.096 -0.4681
C -0.027 2.692 0.124 -0.2284
H -0.696 2.295 0.891 0.2109
C 0.637 3.902 0.323 -0.1924
H 0.561 4.409 1.288 0.2230
C 1.376 4.478 -0.719 -0.2088
H 1.815 5.467 -0.594 0.2278
C 1.543 3.796 -1.930 -0.2286
H 2.102 4.245 -2.753 0.2304
C 0.982 2.528 -2.095 -0.1177
H 1.173 1.956 -3.006 0.2215
C -0.491 -0.062 -3.091 -0.3408
C -1.319 0.152 -4.209 -0.2064
H -2.268 0.680 -4.088 0.2256
C -0.921 -0.320 -5.463 -0.2079
H -1.559 -0.145 -6.331 0.2304
C 0.294 -1.000 -5.611 -0.1857
H 0.602 -1.370 -6.591 0.2303
C 1.126 -1.200 -4.502 -0.1902
H 2.086 -1.707 -4.613 0.2290
C 0.734 -0.741 -3.244 -0.2325
H 1.377 -0.917 -2.381 0.2321
O 1.971 -1.908 1.680 -0.6443
N 2.688 -2.891 2.398 -0.0350
C 3.919 -2.545 2.806 -0.0142
C 4.609 -3.456 3.590 -0.2131
C 4.025 -4.686 3.880 -0.2320
C 2.793 -5.031 3.327 -0.2126
C 2.115 -4.097 2.559 -0.0200
H 4.256 -1.538 2.553 0.2419
H 5.592 -3.200 3.969 0.2404
H 4.538 -5.385 4.537 0.2335
H 2.331 -6.002 3.487 0.2404
H 1.129 -4.248 2.110 0.2391
```

The spin multiplicity is 6. The total energy comes out at -58253.0871 eV. The total charge is +1. The LUMO energy (alpha / beta) comes out at -3.764 / -6.188 eV.

---

Entry 6:
Formula: C28H25ClNOsP
Source: the Open Molecules 2025 dataset
Level of theory: the ωB97M-V functional and the def2-TZVPD basis

```
57
Properties=species:S:1:pos:R:3:mulliken_spin:R:1
C 2.362 -1.912 -1.546 0.3273
C 2.375 -1.692 -2.958 0.0081
C 1.071 -2.055 -3.476 -0.0250
H 3.277 -1.446 -3.502 -0.0243
C 0.254 -2.367 -2.349 0.2477
C 1.076 -2.363 -1.182 0.2033
H 0.779 -2.714 -0.195 -0.0058
H 3.199 -1.750 -0.866 0.0264
H 0.834 -2.207 -4.515 -0.0142
H -0.813 -2.511 -2.385 0.0147
Os 0.882 -0.010 -2.787 1.7170
Cl 2.795 1.092 -1.245 0.2930
C 0.683 1.986 -3.255 0.0927
C -0.485 1.273 -3.625 0.0125
C -0.112 0.278 -4.558 0.1941
H -1.481 1.367 -3.202 0.0135
C 1.306 0.362 -4.763 0.0441
C 1.789 1.404 -3.950 0.1415
H 2.830 1.653 -3.814 -0.0030
H 0.741 2.778 -2.526 0.0084
H -0.804 -0.398 -5.053 0.0090
H 1.899 -0.260 -5.432 -0.0068
N -0.193 0.281 -1.012 0.6664
P -0.491 0.342 0.538 -0.0370
C -2.159 -0.296 0.854 0.0425
C -3.034 0.357 1.735 -0.0026
C -4.185 -0.299 2.173 0.0003
C -4.491 -1.567 1.674 0.0019
C -3.641 -2.202 0.766 -0.0010
C -2.474 -1.571 0.348 0.0016
C 0.590 -0.694 1.581 0.0252
C 0.076 -1.691 2.427 0.0128
C 0.941 -2.400 3.263 -0.0011
C 2.301 -2.086 3.333 0.0043
C 2.803 -1.061 2.526 -0.0028
C 1.954 -0.363 1.674 -0.0340
C -0.330 1.938 1.389 0.0343
C -0.394 1.934 2.797 0.0014
C -0.327 3.139 3.498 0.0017
C -0.172 4.342 2.811 -0.0003
C -0.060 4.351 1.420 -0.0009
C -0.141 3.154 0.699 -0.0076
H -2.805 1.365 2.080 0.0010
H -4.838 0.182 2.898 -0.0001
H -5.403 -2.067 1.990 0.0001
H -3.876 -3.187 0.374 -0.0001
H -1.792 -2.060 -0.350 0.0063
H -0.995 -1.890 2.472 0.0011
H 0.535 -3.207 3.868 0.0000
H 2.969 -2.657 3.988 0.0002
H 3.868 -0.830 2.533 -0.0001
H 2.361 0.446 1.062 0.0125
H -0.503 0.986 3.340 0.0006
H -0.411 3.112 4.583 0.0002
H -0.153 5.274 3.364 0.0000
H 0.076 5.289 0.885 -0.0001
H -0.061 3.126 -0.393 -0.0010
```

The spin multiplicity is 5. The total energy comes out at -55204.1191 eV. The LUMO energy (alpha / beta) comes out at 0.458 / -1.192 eV.